Computed, not measured: 12 unconnected molecules or ions with the total composition C40H90O12 at a distorted geometry, with ωB97M-V/def2-TZVPD.

Element x y z (Å)
C1 -4.40 -5.98 -0.48
C2 -3.08 -5.49 -0.83
C3 -3.05 -4.05 -0.29
O1 -4.36 -3.74 0.04
C4 -5.23 -4.70 -0.48
H1 -4.39 -6.51 0.48
H2 -4.80 -6.67 -1.22
H3 -2.94 -5.58 -1.91
H4 -2.27 -6.14 -0.51
H5 -2.61 -3.34 -0.99
H6 -2.38 -4.11 0.57
H7 -5.37 -4.25 -1.46
H8 -6.17 -4.63 0.07
C5 1.15 3.32 -4.23
C6 0.89 2.23 -3.23
C7 -0.55 1.74 -3.54
O2 -1.12 2.75 -4.34
C8 -0.28 3.90 -4.39
H9 1.48 2.82 -5.14
H10 1.83 4.09 -3.88
H11 1.04 2.48 -2.18
H12 1.52 1.34 -3.35
H13 -0.97 1.61 -2.54
H14 -0.60 0.84 -4.16
H15 -0.40 4.61 -3.57
H16 -0.38 4.58 -5.23
C9 0.38 2.75 5.14
C10 -1.02 2.50 5.61
C11 -1.77 2.89 4.39
O3 -1.01 2.34 3.36
C12 0.31 1.99 3.83
H17 1.15 2.40 5.83
H18 0.47 3.82 4.99
H19 -1.29 3.12 6.47
H20 -1.25 1.47 5.89
H21 -1.75 3.97 4.24
H22 -2.81 2.56 4.42
H23 1.06 2.19 3.07
H24 0.37 0.91 3.98
C13 2.89 -1.22 3.54
C14 3.93 -1.35 2.45
C15 3.95 0.21 2.04
O4 3.92 0.89 3.25
C16 3.41 0.01 4.27
H25 2.81 -2.14 4.12
H26 1.88 -1.12 3.13
H27 3.50 -1.96 1.65
H28 4.93 -1.65 2.76
H29 3.06 0.42 1.45
H30 4.87 0.44 1.49
H31 2.74 0.50 4.97
H32 4.32 -0.20 4.84
C17 0.78 -4.89 2.89
C18 -0.73 -5.17 2.65
C19 -1.25 -5.65 4.00
O5 -0.09 -5.48 4.86
C20 0.84 -4.58 4.38
H33 1.06 -4.01 2.31
H34 1.46 -5.68 2.57
H35 -0.78 -6.00 1.95
H36 -1.22 -4.27 2.26
H37 -1.60 -6.69 3.97
H38 -1.99 -4.94 4.35
H39 1.81 -4.79 4.83
H40 0.61 -3.56 4.68
C21 -1.68 4.72 1.29
C22 -2.34 5.48 0.09
C23 -1.27 5.33 -1.05
O6 -0.09 4.78 -0.48
C24 -0.51 3.97 0.59
H41 -2.31 3.97 1.77
H42 -1.25 5.42 2.00
H43 -2.42 6.53 0.37
H44 -3.28 5.06 -0.26
H45 -1.05 6.28 -1.53
H46 -1.68 4.67 -1.81
H47 0.38 3.88 1.22
H48 -0.78 2.98 0.24
C25 5.88 2.10 -3.25
C26 5.93 0.62 -2.91
C27 4.48 0.23 -2.47
O7 3.97 1.44 -1.99
C28 4.37 2.42 -2.89
H49 6.16 2.41 -4.26
H50 6.48 2.71 -2.57
H51 6.71 0.45 -2.16
H52 6.18 -0.01 -3.76
H53 4.50 -0.49 -1.65
H54 3.89 -0.19 -3.28
H55 4.27 3.42 -2.47
H56 3.76 2.44 -3.80
O8 3.42 2.99 0.11
H57 3.22 3.81 -0.36
H58 3.66 2.37 -0.58
C29 -3.85 1.78 -0.53
C30 -3.92 1.76 -2.10
C31 -3.99 0.31 -2.68
O9 -5.04 2.53 -2.54
H59 -3.11 1.12 -0.09
H60 -4.77 1.24 -0.28
H61 -3.87 2.81 -0.19
H62 -2.93 2.19 -2.26
H63 -3.14 -0.30 -2.39
H64 -4.03 0.32 -3.77
H65 -4.95 -0.13 -2.42
H66 -4.92 2.77 -3.46
C32 -0.11 0.27 0.75
C33 -0.02 -0.85 -0.38
C34 1.43 -0.90 -0.88
O10 -0.30 -2.08 0.18
H67 0.28 1.14 0.22
H68 0.36 0.13 1.72
H69 -1.17 0.39 1.01
H70 -0.73 -0.79 -1.20
H71 1.87 0.09 -1.02
H72 1.45 -1.38 -1.86
H73 2.00 -1.44 -0.13
H74 -1.14 -1.97 0.63
C35 -1.73 -1.40 3.84
C36 -3.10 -1.39 3.22
C37 -3.85 -0.06 3.32
O11 -2.97 -1.69 1.89
H75 -1.33 -2.40 4.02
H76 -1.72 -0.87 4.79
H77 -1.06 -0.81 3.22
H78 -3.76 -2.19 3.55
H79 -3.90 0.24 4.37
H80 -4.84 -0.21 2.88
H81 -3.28 0.72 2.82
H82 -3.78 -1.48 1.42
C38 3.28 -0.56 -6.08
C39 2.52 -1.84 -6.20
C40 2.29 -2.38 -4.82
O12 1.29 -1.49 -6.73
H83 2.70 0.18 -5.52
H84 3.59 -0.18 -7.06
H85 4.18 -0.65 -5.48
H86 3.07 -2.53 -6.85
H87 3.15 -2.76 -4.27
H88 1.48 -3.10 -4.92
H89 1.84 -1.58 -4.24
H90 1.40 -1.49 -7.68

Output
Total charge: -1
Gap between HOMO and LUMO (alpha / beta), eV: 1.3 / 9.6
Spin multiplicity: 2
⟨S²⟩: 0.7503

Here are the Löwdin charges for atoms 1 to 8, given in e:
1 C -0.1930
2 C -0.2062
3 C -0.2108
4 O -0.1520
5 C -0.2066
6 H 0.1147
7 H 0.1113
8 H 0.1046

Computed, not measured: 10 unconnected molecules or ions with the total composition C40H92B5F20N5O at a distorted geometry, with ωB97M-V/def2-TZVPD.

Element x y z (Å)
C1 11.59 22.34 23.51
C2 12.35 21.81 22.31
C3 12.59 23.06 21.41
N1 13.64 23.02 20.32
C4 13.54 24.30 19.57
C5 13.51 21.91 19.30
C6 14.47 20.87 19.84
C7 15.64 21.64 20.42
C8 15.08 22.97 20.88
H1 10.63 22.73 23.22
H2 12.19 23.12 23.99
H3 11.34 21.60 24.26
H4 11.76 21.07 21.80
H5 13.26 21.30 22.63
H6 12.72 23.93 22.04
H7 11.80 23.27 20.67
H8 13.74 25.13 20.28
H9 12.49 24.41 19.21
H10 14.28 24.41 18.74
H11 13.84 22.32 18.33
H12 12.43 21.67 19.27
H13 14.78 20.31 18.93
H14 13.92 20.24 20.56
H15 16.45 21.73 19.68
H16 16.14 21.16 21.31
H17 15.65 23.84 20.49
H18 14.92 23.17 22.00
C9 17.73 22.81 11.81
C10 17.21 21.44 11.49
C11 17.59 20.41 12.54
N2 16.53 19.30 12.62
C12 15.28 19.91 13.17
C13 16.99 18.32 13.69
C14 16.33 17.03 13.24
C15 16.71 17.16 11.77
C16 16.28 18.48 11.32
H19 17.06 23.60 11.41
H20 18.77 22.97 11.58
H21 17.67 22.89 12.87
H22 17.50 21.11 10.46
H23 16.16 21.50 11.49
H24 17.53 20.89 13.51
H25 18.57 19.90 12.36
H26 14.81 20.53 12.42
H27 15.50 20.45 14.06
H28 14.52 19.16 13.41
H29 16.63 18.68 14.65
H30 18.09 18.32 13.67
H31 15.22 17.01 13.39
H32 16.86 16.13 13.65
H33 16.22 16.39 11.20
H34 17.85 17.11 11.61
H35 15.20 18.61 11.24
H36 16.87 18.95 10.58
C17 11.26 18.55 19.56
C18 11.75 18.25 18.16
C19 12.54 17.00 18.15
N3 13.27 16.71 16.85
C20 12.32 16.58 15.62
C21 14.11 15.31 16.98
C22 15.51 15.75 17.47
C23 15.46 17.30 17.52
C24 14.36 17.70 16.62
H37 12.06 18.66 20.27
H38 10.59 17.73 19.96
H39 10.69 19.44 19.47
H40 12.39 19.08 17.90
H41 10.95 18.26 17.39
H42 11.87 16.14 18.30
H43 13.18 16.94 19.07
H44 11.39 16.06 15.79
H45 12.87 16.08 14.75
H46 12.07 17.60 15.34
H47 14.06 14.72 16.02
H48 13.57 14.74 17.74
H49 16.32 15.43 16.83
H50 15.73 15.39 18.45
H51 16.43 17.71 17.03
H52 15.53 17.84 18.45
H53 14.68 17.61 15.57
H54 14.00 18.67 16.82
C25 5.75 19.16 16.91
C26 6.66 20.11 16.01
C27 8.08 20.26 16.47
N4 8.84 21.23 15.56
C28 8.61 20.76 14.13
C29 10.26 21.27 16.00
C30 10.81 22.53 15.36
C31 9.62 23.55 15.52
C32 8.38 22.64 15.83
H55 5.66 19.61 17.86
H56 6.27 18.22 17.08
H57 4.81 19.01 16.41
H58 6.24 21.14 16.02
H59 6.73 19.60 14.98
H60 8.48 19.20 16.41
H61 8.16 20.59 17.48
H62 8.79 19.69 14.03
H63 9.40 21.29 13.52
H64 7.57 20.97 13.90
H65 10.73 20.32 15.75
H66 10.15 21.44 17.11
H67 11.13 22.31 14.35
H68 11.72 22.83 15.84
H69 9.52 24.11 14.53
H70 9.74 24.16 16.37
H71 7.56 22.84 15.15
H72 8.14 22.64 16.92
C33 13.04 12.17 14.52
C34 13.52 12.19 16.02
N5 14.04 10.83 16.54
C35 15.23 10.46 15.80
C36 14.42 11.03 17.99
C37 14.88 9.78 18.81
C38 13.00 9.79 16.36
C39 11.63 9.93 16.99
O1 11.77 9.54 18.34
C40 10.56 9.69 19.06
H73 13.82 12.49 13.84
H74 12.26 12.96 14.47
H75 12.53 11.29 14.22
H76 12.74 12.50 16.75
H77 14.38 12.87 16.10
H78 15.31 9.35 15.84
H79 16.06 10.95 16.30
H80 15.16 10.72 14.78
H81 13.59 11.46 18.49
H82 15.24 11.76 17.93
H83 15.23 10.23 19.75
H84 15.78 9.45 18.23
H85 14.09 9.03 18.99
H86 13.37 8.85 16.78
H87 12.98 9.74 15.27
H88 10.94 9.27 16.43
H89 11.24 10.95 16.90
H90 10.15 10.69 18.92
H91 10.79 9.69 20.07
H92 9.71 9.02 18.84
B1 12.03 19.50 12.90
F1 12.53 18.45 12.18
F2 12.61 20.69 12.52
F3 10.59 19.67 12.59
F4 12.10 19.22 14.29
B2 16.96 13.39 14.78
F5 17.40 12.30 14.13
F6 17.83 14.40 14.98
F7 15.79 13.77 14.06
F8 16.50 12.98 16.06
B3 15.95 22.38 16.73
F9 16.73 22.21 15.61
F10 14.61 22.25 16.39
F11 16.21 21.33 17.64
F12 16.14 23.60 17.39
B4 9.12 22.77 19.73
F13 9.61 23.71 18.84
F14 7.85 22.30 19.31
F15 10.03 21.69 19.80
F16 8.96 23.24 21.10
B5 10.73 13.73 18.42
F17 11.47 12.55 18.81
F18 11.33 14.16 17.19
F19 9.35 13.43 18.31
F20 11.05 14.65 19.48

Output
Gap between HOMO and LUMO, eV: 10.5
Spin multiplicity: 1

Here are the Löwdin charges for atoms 1 to 8, given in e:
1 C -0.0945
2 C -0.1980
3 C -0.1076
4 N -0.2702
5 C -0.0065
6 C -0.0758
7 C -0.1593
8 C -0.1440

Computed, not measured: 7 unconnected molecules or ions with the total composition C40H92N2O9S3 at a distorted geometry, with ωB97M-V/def2-TZVPD.

Element x y z (Å)
C1 -3.79 1.05 3.98
C2 -2.99 2.30 3.56
C3 -1.48 2.24 3.85
C4 -0.80 0.93 3.49
C5 -1.05 0.49 2.04
C6 -0.40 -0.87 1.81
C7 -0.89 -1.57 0.53
C8 -2.28 -2.18 0.80
N1 -3.12 -2.29 -0.42
C9 -4.55 -2.22 0.00
C10 -5.08 -0.78 0.08
C11 -4.59 0.15 -1.04
C12 -4.33 1.60 -0.57
C13 -2.84 1.99 -0.65
C14 -2.46 2.87 -1.84
C15 -1.16 3.65 -1.58
C16 -0.18 3.54 -2.76
C17 -2.87 -3.40 -1.20
S1 -3.72 -3.74 -2.55
S2 -1.51 -4.54 -0.81
C18 -2.16 -5.63 0.50
C19 -0.94 -6.36 1.10
C20 -1.04 -6.50 2.61
O1 0.12 -7.25 3.07
S3 1.42 -6.27 3.24
O2 2.15 -6.83 4.33
O3 2.29 -6.63 1.88
C21 3.70 -6.65 2.09
C22 4.27 -5.34 2.55
N2 3.67 -4.24 2.41
H1 -4.29 0.63 3.10
H2 -3.17 0.25 4.39
H3 -4.54 1.27 4.72
H4 -3.43 3.20 3.98
H5 -3.08 2.38 2.47
H6 -0.97 3.03 3.30
H7 -1.30 2.48 4.91
H8 -1.12 0.11 4.14
H9 0.28 1.01 3.59
H10 -0.66 1.24 1.35
H11 -2.13 0.47 1.87
H12 -0.66 -1.51 2.66
H13 0.68 -0.74 1.73
H14 -1.04 -0.81 -0.25
H15 -0.20 -2.33 0.16
H16 -2.22 -3.09 1.39
H17 -2.78 -1.45 1.43
H18 -4.61 -2.64 1.01
H19 -5.21 -2.80 -0.63
H20 -6.17 -0.77 0.08
H21 -4.75 -0.34 1.02
H22 -3.67 -0.20 -1.51
H23 -5.33 0.22 -1.84
H24 -4.90 2.33 -1.15
H25 -4.64 1.72 0.47
H26 -2.52 2.52 0.25
H27 -2.22 1.09 -0.71
H28 -3.22 3.62 -2.07
H29 -2.29 2.28 -2.74
H30 -1.37 4.70 -1.40
H31 -0.63 3.28 -0.70
H32 -0.08 2.48 -3.02
H33 0.81 3.91 -2.50
H34 -0.54 4.10 -3.62
H35 -2.74 -5.11 1.26
H36 -2.78 -6.38 0.03
H37 -0.08 -5.72 0.90
H38 -0.74 -7.30 0.60
H39 -1.91 -7.07 2.89
H40 -1.04 -5.54 3.13
H41 4.16 -6.87 1.12
H42 4.02 -7.45 2.75
H43 5.26 -5.38 3.01
H44 4.25 -3.49 2.79
C23 5.30 3.02 -3.21
C24 4.23 3.83 -3.92
C25 4.75 5.21 -4.30
O4 3.09 3.96 -3.07
H45 5.61 3.52 -2.29
H46 4.92 2.03 -2.93
H47 6.18 2.89 -3.84
H48 3.90 3.30 -4.81
H49 5.04 5.77 -3.41
H50 3.96 5.78 -4.80
H51 5.61 5.14 -4.97
H52 3.37 4.43 -2.27
C26 -8.10 3.38 -5.11
C27 -7.41 2.95 -3.83
C28 -8.24 3.30 -2.60
O5 -6.12 3.57 -3.74
H53 -8.25 4.46 -5.13
H54 -7.49 3.12 -5.98
H55 -9.08 2.90 -5.21
H56 -7.23 1.87 -3.85
H57 -8.38 4.39 -2.54
H58 -7.72 3.00 -1.69
H59 -9.21 2.82 -2.63
H60 -6.26 4.52 -3.72
C29 -5.15 -8.07 4.33
C30 -4.80 -6.69 4.89
C31 -5.18 -6.58 6.36
O6 -5.48 -5.69 4.13
H61 -6.22 -8.25 4.40
H62 -4.88 -8.13 3.28
H63 -4.62 -8.86 4.87
H64 -3.73 -6.51 4.77
H65 -6.25 -6.72 6.49
H66 -4.93 -5.59 6.74
H67 -4.65 -7.32 6.96
H68 -6.43 -5.83 4.23
C32 8.40 6.01 -0.08
C33 7.44 6.44 -1.18
C34 7.18 7.94 -1.14
O7 6.20 5.74 -1.04
H69 7.98 6.24 0.90
H70 8.56 4.93 -0.12
H71 9.36 6.51 -0.18
H72 7.84 6.17 -2.15
H73 6.73 8.23 -0.18
H74 6.48 8.24 -1.92
H75 8.11 8.50 -1.27
H76 5.83 5.98 -0.18
C35 7.79 1.64 -0.88
C36 8.37 1.76 0.52
C37 8.17 0.48 1.33
O8 7.76 2.85 1.21
H77 6.71 1.46 -0.83
H78 7.93 2.56 -1.44
H79 8.25 0.82 -1.43
H80 9.43 1.99 0.45
H81 7.11 0.26 1.44
H82 8.59 0.59 2.33
H83 8.65 -0.37 0.84
H84 6.82 2.67 1.28
C38 1.93 -1.28 -4.83
C39 1.85 -0.42 -3.57
C40 2.80 -0.92 -2.50
O9 0.51 -0.42 -3.07
H85 1.65 -2.31 -4.60
H86 1.24 -0.91 -5.59
H87 2.94 -1.27 -5.24
H88 2.08 0.62 -3.82
H89 2.55 -1.94 -2.20
H90 2.72 -0.30 -1.60
H91 3.83 -0.90 -2.85
H92 0.27 -1.33 -2.85

Output
Gap between HOMO and LUMO, eV: 8.1
Energy above the lowest of the compared OMol25 structures with the same formula, charge and spin, kcal/mol: 24.2
Spin multiplicity: 1

Here are the Löwdin charges for atoms 1 to 8, given in e:
1 C -0.0891
2 C -0.2395
3 C -0.2132
4 C -0.2185
5 C -0.2154
6 C -0.1913
7 C -0.1800
8 C -0.2064

Q: Which of these has the highest spin multiplicity?
A: C40H90O12

Q: spin multiplicity of number 1 (C40H90O12)?
A: 2

Q: Look up the spin multiplicity of the third one.
A: 1